Record 1
Formula: C5H11INO
Source: the Open Molecules 2025 dataset
Level of theory: ωB97M-V/def2-TZVPD

The total energy comes out at -624.3762 hartree. Its energy above the lowest of the compared OMol25 structures with the same formula, charge and spin is 102.34 kcal/mol. The HOMO-LUMO gap is 9.20 eV. Its HOMO energy is -12.51 eV.

Structure (ORCA input):
```
! RIJCOSX wB97M-V def2-TZVPD def2/J DEFGRID3
* xyz 1 1
C -0.418 0.755 -1.254
C 0.789 0.243 -0.655
C 2.840 -0.418 0.582
C -0.812 0.715 1.262
C 1.917 -0.415 -0.585
N -0.023 1.161 0.114
O -2.898 -0.704 -0.420
I -4.453 -1.528 -0.970
H -0.368 1.515 -2.024
H -1.313 0.134 -1.283
H 2.484 0.210 1.393
H 3.823 -0.069 0.268
H 2.968 -1.437 0.946
H -1.503 -0.068 0.937
H -0.158 0.331 2.045
H -1.398 1.546 1.652
H -4.030 -3.063 -0.799
H 2.211 -1.013 -1.436
H 0.342 2.106 0.227
*
```

=====

Record 2
Formula: C6H14O2
Source: the Open Molecules 2025 dataset
Level of theory: ωB97M-V/def2-TZVPD

The total energy comes out at -387.2806 hartree. Its energy above the lowest of the compared OMol25 structures with the same formula, charge and spin is 142.37 kcal/mol. The HOMO-LUMO gap (alpha / beta) is 7.10 / 7.34 eV. Its HOMO energy (alpha / beta) is -6.44 / -6.66 eV.

Structure (ORCA input):
```
! RIJCOSX wB97M-V def2-TZVPD def2/J DEFGRID3
* xyz 0 1
C -0.405 0.175 0.083
C 2.153 0.015 -0.052
C 0.079 -0.961 0.648
C -0.646 0.275 -1.387
C -0.628 1.418 0.880
C -2.238 -1.352 0.781
O 2.550 -0.757 -1.152
O 2.250 1.392 -0.300
H 2.023 -0.482 -1.913
H 3.165 1.621 -0.542
H 2.753 -0.314 0.801
H 0.284 -1.006 1.706
H 0.294 -1.837 0.056
H -1.671 0.598 -1.583
H 0.022 1.039 -1.797
H -0.479 -0.674 -1.897
H 0.130 2.149 0.586
H -1.611 1.842 0.662
H -0.548 1.236 1.950
H -2.119 -2.064 1.593
H -2.499 -1.810 -0.168
H -2.860 -0.502 1.047
*
```

=====

Record 3
Formula: C24H52Br12N4O4
Source: the Open Molecules 2025 dataset
Level of theory: ωB97M-V/def2-TZVPD

The total energy comes out at -32353.7407 hartree. Its energy above the lowest of the compared OMol25 structures with the same formula, charge and spin is 61.24 kcal/mol. The HOMO-LUMO gap is 9.27 eV. Its HOMO energy is -9.02 eV.

Structure (ORCA input):
```
! RIJCOSX wB97M-V def2-TZVPD def2/J DEFGRID3
* xyz 0 1
Br 0.846 16.792 -3.547
C -0.290 15.436 -4.479
C 0.078 13.989 -4.171
Br -0.882 13.469 -2.522
H -0.253 15.721 -5.528
H -1.316 15.598 -4.161
H 1.144 13.812 -4.042
H -0.142 13.405 -5.067
Br 4.995 14.978 -6.322
C 5.333 16.876 -5.795
C 4.116 17.711 -6.140
Br 3.696 17.730 -8.056
H 6.175 17.150 -6.426
H 5.636 16.796 -4.755
H 4.288 18.726 -5.789
H 3.293 17.231 -5.621
Br 11.884 11.707 -4.603
C 9.974 11.601 -4.941
C 9.706 11.838 -6.418
Br 7.847 11.358 -6.729
H 9.389 12.178 -4.230
H 9.693 10.563 -4.767
H 10.345 11.128 -6.941
H 9.902 12.807 -6.866
Br 1.688 13.330 -8.485
C 1.326 12.373 -10.118
C 2.506 12.397 -11.075
Br 2.257 11.017 -12.423
H 0.415 12.765 -10.559
H 1.180 11.334 -9.826
H 3.413 12.100 -10.559
H 2.588 13.349 -11.591
Br 3.955 7.442 -4.935
C 4.355 7.532 -3.032
C 5.849 7.694 -2.844
Br 6.522 9.355 -3.663
H 3.922 6.612 -2.642
H 3.780 8.370 -2.566
H 6.347 6.850 -3.310
H 6.021 7.777 -1.772
Br 3.131 9.542 -1.607
C 2.952 11.408 -0.939
C 2.130 11.406 0.321
Br 1.231 13.179 0.464
H 2.460 11.953 -1.746
H 3.938 11.846 -0.827
H 2.686 11.214 1.234
H 1.246 10.778 0.293
C -1.698 10.342 -8.120
O -2.004 10.639 -9.255
N -2.370 9.458 -7.346
C -1.787 8.921 -6.115
C -3.580 8.767 -7.724
H -0.958 10.838 -7.466
H -1.935 7.844 -6.142
H -2.202 9.433 -5.245
H -0.710 9.098 -6.096
H -4.106 9.164 -8.588
H -3.483 7.685 -7.831
H -4.272 8.936 -6.890
C 3.733 12.582 -3.900
O 3.248 12.856 -2.806
N 3.204 11.796 -4.861
C 4.011 11.364 -6.015
C 2.047 10.968 -4.578
H 4.676 13.028 -4.246
H 5.084 11.460 -5.897
H 3.542 11.975 -6.787
H 3.717 10.347 -6.270
H 1.360 11.403 -3.853
H 1.457 10.699 -5.456
H 2.330 10.002 -4.153
C 4.729 18.101 -1.614
O 5.741 17.888 -2.257
N 3.826 17.176 -1.222
C 2.669 17.577 -0.393
C 3.941 15.797 -1.606
H 4.466 19.115 -1.266
H 2.226 18.371 -0.996
H 2.960 17.971 0.579
H 2.028 16.703 -0.336
H 3.182 15.503 -2.330
H 4.916 15.593 -2.042
H 3.780 15.134 -0.753
C 2.360 8.685 -8.117
O 1.426 9.311 -7.646
N 2.482 8.064 -9.298
C 1.354 7.969 -10.227
C 3.735 7.522 -9.772
H 3.284 8.519 -7.530
H 1.337 6.997 -10.715
H 1.513 8.746 -10.977
H 0.424 8.204 -9.716
H 3.574 6.531 -10.197
H 4.072 8.131 -10.618
H 4.485 7.621 -8.991
*
```

=====

Record 4
Formula: C21H17NO3
Source: the Open Molecules 2025 dataset
Level of theory: ωB97M-V/def2-TZVPD

Its SMILES is O=C(c1ccccc1)[C@H](C(c1ccccc1)c1ccccc1)[N+](=O)[O-]. The total energy comes out at -1090.7935 hartree. Its energy above the lowest of the compared OMol25 structures with the same formula, charge and spin is 125.60 kcal/mol. The HOMO-LUMO gap is 9.08 eV. Its HOMO energy is -9.09 eV.

Structure (ORCA input):
```
! RIJCOSX wB97M-V def2-TZVPD def2/J DEFGRID3
* xyz 0 1
C 1.022 3.022 -0.787
C 1.607 2.034 0.229
O 2.691 1.471 0.069
C 0.778 1.687 1.403
C -0.485 1.115 1.202
C -1.113 0.462 2.265
C -0.487 0.408 3.516
C 0.769 1.002 3.718
C 1.410 1.635 2.657
N -0.176 3.879 -0.123
O -1.304 3.709 -0.620
O 0.112 4.687 0.772
H 0.463 2.394 -1.508
H -0.923 1.166 0.202
H -2.086 -0.005 2.103
H -0.964 -0.128 4.332
H 1.266 0.954 4.691
H 2.402 2.086 2.769
C 2.004 3.954 -1.502
C 1.366 5.286 -1.814
C 0.536 5.334 -2.944
C -0.078 6.533 -3.302
C 0.072 7.668 -2.495
C 0.916 7.624 -1.379
C 1.610 6.449 -1.076
C 3.374 4.017 -0.846
C 4.415 3.353 -1.501
C 5.690 3.338 -0.951
C 5.939 4.062 0.228
C 4.895 4.722 0.881
C 3.583 4.612 0.399
H 2.133 3.437 -2.468
H 0.400 4.424 -3.537
H -0.665 6.565 -4.218
H -0.474 8.578 -2.739
H 1.057 8.493 -0.738
H 2.350 6.440 -0.280
H 4.197 2.788 -2.412
H 6.471 2.762 -1.449
H 6.947 4.060 0.643
H 5.078 5.307 1.780
H 2.738 4.992 0.980
*
```

=====

Record 5
Formula: C5H12N2
Source: the Open Molecules 2025 dataset
Level of theory: ωB97M-V/def2-TZVPD

The total energy comes out at -306.8634 hartree. Its energy above the lowest of the compared OMol25 structures with the same formula, charge and spin is 55.11 kcal/mol. The HOMO-LUMO gap (alpha / beta) is 10.77 / 5.40 eV. Its HOMO energy (alpha / beta) is -13.85 / -13.74 eV.

Structure (ORCA input):
```
! RIJCOSX wB97M-V def2-TZVPD def2/J DEFGRID3
* xyz 1 2
C -0.555 1.613 1.855
C 0.059 1.030 0.578
C 0.513 -0.469 0.704
C 0.604 -1.157 -0.626
C -1.254 -2.116 -1.606
N -0.604 -1.050 -1.418
N 1.082 1.890 0.117
H -1.146 0.870 2.376
H -1.192 2.434 1.545
H 0.159 1.969 2.602
H -0.754 0.907 -0.158
H 1.455 -0.638 1.230
H -0.283 -0.898 1.320
H 1.354 -0.572 -1.188
H 1.111 -2.128 -0.607
H -0.815 -3.059 -1.265
H -2.203 -2.220 -2.118
H 1.881 2.128 0.714
H 1.351 1.676 -0.842
*
```

=====

Record 6
Formula: C2H4AsCl4F6NiO4P
Source: the Open Molecules 2025 dataset
Level of theory: ωB97M-V/def2-TZVPD

The total energy comes out at -6905.0349 hartree. Its energy above the lowest of the compared OMol25 structures with the same formula, charge and spin is 105.65 kcal/mol. The HOMO-LUMO gap (alpha / beta) is 5.13 / 3.62 eV. Its HOMO energy (alpha / beta) is -0.69 / 0.86 eV.

Structure (ORCA input):
```
! RIJCOSX wB97M-V def2-TZVPD def2/J DEFGRID3
* xyz -2 3
Ni 10.018 -19.064 -13.860
P 10.808 -19.308 -16.081
O 11.429 -20.282 -17.119
O 10.587 -20.515 -15.043
O 9.380 -18.845 -15.744
O 11.788 -19.085 -14.905
As 12.029 -21.553 -11.908
F 10.764 -22.439 -11.051
F 13.211 -22.726 -11.387
F 13.285 -20.756 -12.862
F 10.747 -20.409 -12.422
F 12.351 -20.509 -10.556
F 11.758 -22.489 -13.375
C 7.314 -21.797 -12.425
Cl 7.884 -20.520 -13.543
Cl 6.803 -21.023 -10.925
H 6.446 -22.234 -12.907
H 8.168 -22.457 -12.299
C 8.381 -17.986 -9.909
Cl 9.131 -19.261 -8.907
Cl 8.942 -17.998 -11.633
H 7.309 -18.163 -9.849
H 8.672 -17.028 -9.483
*
```

=====

- What is the energy above the lowest of the compared OMol25 structures with the same formula, charge and spin in the fourth record?
  125.60 kcal/mol